Entry 1:
A molecular structure, C34H46BIN9OS4W in a non-equilibrium geometry. Source: OMol25; level of theory: wB97M-V/def2-TZVPD.

Element x y z (Å)
N (1.61806, 0.58939, -2.65267)
H (-3.79135, 2.51045, -0.31206)
H (-2.57180, -4.56068, 0.97964)
H (4.33336, 3.34998, -1.31719)
H (-1.59529, 3.20575, -5.36141)
B (0.70914, 1.03272, 2.90746)
H (1.96493, -0.99061, 4.39468)
C (-1.26770, 2.38667, 1.77230)
H (-3.74283, 1.67758, -5.31957)
C (-4.95948, 3.52090, 2.23749)
H (-5.61876, 4.35945, 1.93421)
C (5.02331, 2.04495, 0.27956)
C (-2.96629, 4.96789, 1.97325)
N (3.67200, 2.18379, 1.01096)
H (0.19017, -5.29840, 3.33132)
H (-3.44328, -4.62143, -3.08269)
H (1.13147, 1.34242, 4.02438)
H (2.16181, -1.39886, -3.85908)
C (-1.43765, 1.17791, -3.04953)
H (-4.54731, 4.10250, -0.22923)
C (-1.98229, 3.17218, -4.34450)
H (4.17355, 1.52813, -1.68921)
H (-2.08283, -2.86655, 0.52671)
H (5.65666, 4.10044, 0.74659)
C (2.63324, 1.30754, 1.07206)
H (1.04905, -3.51164, 4.16171)
C (2.44505, -3.45162, -3.34564)
H (-4.86950, 3.42013, 3.34431)
C (3.23275, 3.39402, 1.58836)
O (1.09127, 3.05651, -3.35159)
H (6.65398, 0.50583, 0.61743)
H (0.33515, -6.67117, -2.04784)
H (2.36531, -5.46755, -2.59758)
H (-4.04710, 0.57757, -3.94791)
C (0.74300, -2.63021, 3.58703)
C (5.57411, 0.61816, 0.56440)
N (-2.58508, 2.60344, 2.14854)
H (1.15715, -4.88867, 1.16118)
H (-1.57997, 0.33948, 4.27240)
H (-0.24946, -4.79845, 0.07979)
C (4.78524, 2.31459, -1.22172)
H (5.95933, 2.86437, 1.98626)
H (-5.49096, 2.60167, 1.94058)
N (-1.14171, 0.39260, -2.13919)
C (5.98822, 3.04977, 0.89937)
C (1.83725, -4.53355, -2.78752)
H (5.13667, 0.28986, 1.51755)
C (-3.51785, 3.59244, 1.58143)
C (0.33420, -4.22516, 0.74850)
C (2.08192, 3.14734, 2.22514)
N (0.63663, -0.55279, 2.79092)
H (0.68742, -3.33715, 0.27614)
C (0.48275, -2.11284, -2.68790)
N (-2.22664, 1.74009, -3.89901)
C (-2.89582, 1.78163, 3.23041)
H (-3.73407, 5.66021, 1.58494)
H (-2.01756, 5.14876, 1.44623)
C (-1.58900, -5.79342, -2.60057)
N (1.69462, 1.81651, 1.99790)
S (-0.66584, 3.03172, 0.37795)
N (-0.75810, 1.51243, 2.70816)
C (-2.08456, -3.60395, 1.34665)
C (-0.24005, -5.74663, -2.27150)
H (3.39637, -3.47913, -3.87202)
C (-3.66597, 3.52925, 0.05936)
C (1.75617, -2.25426, -3.33453)
S (-0.92777, -0.83010, 0.56251)
C (-1.76898, 1.11418, 3.52436)
C (-0.75373, -5.01743, 2.88671)
C (-1.73045, -3.38874, -2.61600)
C (-0.63036, -3.84805, 1.87794)
W (0.51471, -0.48036, -1.66930)
H (-3.90906, 1.65567, 3.55378)
H (-1.18775, 3.59222, -3.72258)
H (5.70891, 2.37343, -1.75511)
S (2.58061, -0.15282, 0.21595)
C (-0.12141, -1.31845, 1.97011)
H (1.45648, 3.78873, 2.78626)
C (-2.37925, -4.63759, -2.75901)
H (-1.53554, -4.76405, 3.63429)
I (-3.29402, -1.94601, -2.31963)
H (3.80889, 4.30711, 1.49264)
S (1.90845, 1.80992, -3.55589)
H (-2.98534, 3.72752, -4.25629)
N (-0.10410, -2.59432, 2.47053)
H (-1.05782, -5.87165, 2.30346)
H (-2.78989, 0.15229, -5.21821)
C (-3.27233, 0.94812, -4.65039)
C (0.44512, -4.53401, -2.50381)
H (-2.90439, 5.09211, 3.06029)
H (-2.68495, -3.26782, 2.19807)
H (-2.07692, -6.75050, -2.75688)
C (-0.30503, -3.26040, -2.52545)
H (7.02796, 2.91085, 0.58758)
C (1.19027, -1.39636, 3.74293)
H (-2.75128, 3.92160, -0.43258)
H (5.20377, -0.08936, -0.23790)

The value obtained for the electronic energy is -3873.36064 Eh. For the highest occupied orbital energy (alpha / beta), the calculation gives -8.89 / -8.89 eV. Its expectation value of S² is 2.1408. The calculation puts the maximum force at 5.8 eV Å⁻¹. As for the multiplicity: 3. The value obtained for the relative energy (zero: lowest compared OMol25 entry of this formula, charge and spin) is 1.665 eV. Its charge is +1. The calculation puts the orbital gap (alpha / beta) at 5.0950 / 5.0037 eV. The LUMO energy (alpha / beta) comes out at -0.139 / -0.143 Ha.

Entry 2:
7 unconnected molecules or ions with the total composition C25H72F3N6O9S in a non-equilibrium geometry. Source: OMol25; level of theory: wB97M-V/def2-TZVPD.

Element x y z (Å)
C (2.63859, -0.68596, -5.72658)
C (-6.40750, 6.90064, -4.16168)
C (2.67144, 7.66763, 3.73589)
C (3.04987, 6.21882, 4.11667)
H (6.70853, -3.31659, 0.21470)
C (-2.29753, 5.45193, -3.20727)
H (1.74844, 8.41395, 1.94993)
C (5.98398, -3.60337, 0.97685)
H (-6.73242, 7.51692, -3.32339)
H (-7.04238, 6.04459, -4.39020)
H (1.78706, -0.00686, -5.68378)
C (3.67863, 8.84351, 4.05496)
H (3.46006, 0.37896, -7.33328)
C (-4.88684, -8.48751, -2.30718)
H (7.57833, -1.15331, 1.60263)
O (4.93978, 8.89849, 3.33744)
H (4.44530, -0.58529, -4.69143)
H (-2.87630, 4.75164, -2.60501)
C (5.82834, -2.43948, 1.84592)
H (3.28493, 6.11294, 5.17574)
H (-2.19072, 6.28364, -2.51088)
C (0.85124, -3.91394, -5.67252)
H (1.91636, -1.95814, -4.02041)
N (-2.13398, -0.06787, 6.37844)
H (-1.43479, 7.10780, -5.27889)
F (-2.64645, -1.14349, 0.73635)
H (-5.36872, -2.91158, 5.16292)
H (-4.67375, 0.74819, 5.06293)
C (-3.88673, -9.57846, -2.59398)
C (-5.71228, -1.88083, 5.25014)
H (-2.17385, 0.27310, 5.42857)
H (7.84055, -2.56395, 2.69717)
N (4.88752, -2.70375, 3.08910)
H (-0.14613, -3.88335, -6.11116)
H (6.89866, -5.64383, -0.06489)
H (2.19151, 5.57322, 3.93088)
H (-2.88877, 7.69262, -4.67862)
H (-1.90147, -10.05339, -0.80058)
O (0.75445, 0.33206, -0.40520)
N (2.41113, 7.70152, 2.22084)
H (4.24916, -1.17456, -7.17141)
H (-2.72008, 7.23316, -6.20858)
H (-4.18151, 2.48586, 7.57826)
H (-4.84823, -6.72208, -1.05793)
H (-2.44885, -11.65022, -0.41957)
H (-6.71702, -9.41782, -2.81345)
H (-3.31242, 2.44565, 6.14115)
H (8.27042, -5.06216, 0.78838)
H (1.83481, 6.93240, 1.91033)
C (2.25506, -2.04849, -5.05250)
H (5.76650, 10.70467, 4.05798)
H (-2.16443, -1.07419, 6.29779)
H (3.71867, 0.92491, -4.83266)
H (-4.80632, 5.47141, -5.77245)
H (-6.55389, -1.92732, 5.94123)
H (3.87620, 8.72001, 5.11977)
H (-4.98508, -7.87627, -3.20430)
C (5.96759, 9.64222, 3.92065)
H (-2.39427, 2.21142, 7.61849)
C (7.29702, -5.52767, 0.94303)
H (3.29508, 7.72280, 1.73273)
O (-5.09083, 6.55137, -3.86139)
H (6.12863, 9.21035, 4.90840)
H (3.18491, -0.04518, -3.73200)
C (3.29004, -0.66596, -7.07379)
S (-0.29675, 0.13419, 0.60047)
C (-2.44576, -10.90292, -1.21306)
H (2.56920, -1.04500, -7.79823)
H (-2.58115, 4.88192, -5.26315)
H (4.86546, -1.94322, 3.75333)
H (-6.30204, -9.67453, -1.26534)
C (-4.62913, 0.10831, 5.94422)
H (6.96119, 9.41824, 3.53243)
H (-3.58397, -0.19044, 7.80617)
C (-4.43101, 5.63881, -4.76289)
H (-2.92541, -9.19379, -2.93456)
C (-3.43902, 0.42454, 6.91798)
H (-5.56720, 0.48398, 6.35287)
H (-4.34447, -8.19472, -0.12968)
H (-6.25883, 7.35905, -5.13936)
H (0.70105, -4.09955, -4.60899)
F (-2.07860, -0.28771, -1.25081)
N (-6.32337, -8.97629, -1.99479)
H (3.16407, -2.64690, -4.99157)
H (-5.92679, -1.37963, 4.30626)
N (-2.43941, 7.00448, -5.26570)
F (-1.25596, -2.11654, -0.56293)
C (-2.96938, 5.68957, -4.64262)
O (0.14963, -0.54794, 1.87943)
O (-4.50924, -1.26164, 5.69925)
H (1.49636, -4.65607, -6.14282)
C (-3.33500, 1.97211, 7.12265)
N (3.58264, -0.06092, -4.66025)
O (6.46087, -4.74465, 1.69679)
C (7.14676, -1.78617, 2.37808)
H (-1.28928, 0.12284, 6.89826)
H (-6.72111, -8.13176, -1.60924)
H (-4.78815, 4.65953, -4.44421)
H (5.15417, -3.93272, 0.35152)
O (-3.78127, -10.42271, -1.47817)
H (-3.29438, -7.33457, -1.21392)
O (-0.86132, 1.42682, 1.06284)
H (-2.02642, -11.31531, -2.13076)
H (6.94715, -1.16884, 3.25396)
H (5.36240, -1.59897, 1.33157)
H (3.93621, -2.63404, 2.75703)
H (-1.25249, 5.17716, -3.35042)
H (3.87713, 5.97920, 3.44860)
H (-4.22295, -10.14778, -3.46055)
H (4.96970, -3.64377, 3.44924)
H (3.18805, 9.81404, 4.12923)
H (1.73860, 8.06553, 4.13537)
O (1.24736, -2.57686, -5.82610)
C (-4.32182, -7.67607, -1.08811)
C (-1.74904, -0.93556, -0.10815)
H (7.36747, -6.52827, 1.36957)

The value obtained for the electronic energy is -2697.30434 Eh. For the highest occupied orbital energy, the calculation gives -15.98 eV. The calculation puts the maximum force at 6.0 eV Å⁻¹. The value obtained for the relative energy (zero: lowest compared OMol25 entry of this formula, charge and spin) is 3.886 eV. Its charge is +5. The calculation puts the orbital gap at 7.4709 eV. The LUMO energy comes out at -0.313 Ha.

Entry 3:
A single C11H25BO molecule. Source: OMol25; level of theory: wB97M-V/def2-TZVPD.

Element x y z (Å)
H (-2.36954, -1.60053, -0.50513)
H (0.86832, -2.40230, -2.23611)
H (0.89561, 3.74397, 2.73847)
H (0.52746, 2.02236, -1.81032)
H (0.01900, -0.14439, -3.87348)
H (0.21568, -3.16773, -0.15590)
H (1.60582, -0.02281, -3.12136)
C (0.29342, -1.31032, 1.67897)
H (-0.75806, -2.16544, -2.81086)
O (0.64489, 1.91656, 3.68839)
B (-0.99682, 2.31204, -3.22826)
H (-0.94509, 0.99360, 2.82413)
H (0.26330, 1.59822, 1.68822)
H (0.99423, -1.42868, 0.85354)
H (1.19983, 2.27901, -3.38434)
C (0.84188, -0.24002, 2.64888)
C (0.12441, 1.09978, 2.65337)
C (-0.10799, -2.00184, -1.94835)
C (-1.64643, -2.09911, 0.14427)
H (0.86016, -0.60973, 3.67342)
C (0.39903, 1.74512, -2.86961)
H (-1.92332, 1.56206, -3.32751)
H (-1.10635, -3.70519, -1.13670)
H (1.88232, -0.03333, 2.38989)
C (-1.11783, -1.06341, 1.15986)
H (-1.78815, -1.07127, 2.02191)
H (0.29073, -2.27317, 2.19525)
H (0.72345, -0.28014, -0.92798)
H (2.23583, 2.60057, 2.54290)
C (-0.62602, -2.80654, -0.74581)
H (1.96597, 3.38355, 4.10894)
H (-2.21791, -2.85792, 0.68010)
C (0.54868, 0.21904, -2.99228)
H (-1.17598, 3.48417, -3.36214)
C (1.47206, 2.96052, 3.23931)
C (0.03710, -0.50018, -1.75126)
H (-0.92894, -0.07007, -1.46841)
H (-1.20073, -0.06642, 0.72597)

The value obtained for the electronic energy is -534.14427 Eh. For the highest occupied orbital energy, the calculation gives -9.57 eV. The SMILES is BCCCCCCCCCCOC. The calculation puts the maximum force at 0.4 eV Å⁻¹. The value obtained for the relative energy (zero: lowest compared OMol25 entry of this formula, charge and spin) is 0.644 eV. Its charge is 0. The calculation puts the orbital gap at 10.0521 eV. The LUMO energy comes out at 0.018 Ha.

- What is the electronic energy in the third record?
  -534.14427 Eh

- Among the records above, which one has the highest relative energy (zero: lowest compared OMol25 entry of this formula, charge and spin)?
  C25H72F3N6O9S

- relative energy (zero: lowest compared OMol25 entry of this formula, charge and spin) of number 3 (C11H25BO)?
  0.644 eV